A single C10H10N2 molecule, computed with the ωB97M-V functional and the def2-TZVPD basis.

Calculated values
- Electronic energy: -496.5971 a.u.
- Total charge: 0
- HOMO energy: -0.2817 hartree
- Structure (SMILES): Cc1ccc2cccnc2c1N
- LUMO energy: 0.51 eV

Each line ends with the natural charge from an NBO analysis.
Positions of all 22 atoms, in Å:
C  2.603  1.282  1.781  -0.6333
C  1.684  0.632  0.768  -0.1037
C  2.181  0.162  -0.478  -0.1767
C  1.351  -0.397  -1.421  -0.2273
C  -0.031  -0.526  -1.149  -0.0809
C  -0.971  -1.095  -2.050  -0.1333
C  -2.299  -1.128  -1.720  -0.2735
C  -2.696  -0.657  -0.444  0.0606
C  -0.563  -0.073  0.086  0.0889
C  0.326  0.533  1.042  0.2617
H  2.660  0.676  2.695  0.2082
H  3.616  1.342  1.396  0.2185
H  2.277  2.282  2.060  0.2238
H  3.232  0.294  -0.725  0.2112
H  1.709  -0.731  -2.399  0.2099
H  -0.584  -1.499  -2.980  0.2131
H  -3.032  -1.520  -2.412  0.2206
H  -3.759  -0.718  -0.165  0.1889
H  0.319  0.909  3.056  0.3760
H  -1.181  0.651  2.356  0.4061
N  -1.877  -0.156  0.441  -0.4344
N  -0.231  1.003  2.219  -0.8245

Atomic forces in eV per Å
C -0.07 -0.57 -0.07
C -0.07 0.20 -0.11
C -0.44 0.06 -0.21
C 0.08 -0.02 -0.03
C -0.65 -0.04 0.35
C 0.21 0.13 0.16
C 0.37 -0.03 0.01
C -0.67 -0.12 -0.16
C 0.62 0.36 0.16
C 0.21 -0.41 -0.09
H -0.06 0.14 -0.04
H 0.09 0.06 -0.10
H -0.12 0.07 -0.01
H -0.11 -0.05 0.21
H 0.05 0.12 0.39
H -0.23 0.07 -0.08
H -0.03 -0.04 0.10
H 0.52 0.06 -0.08
H 0.24 0.07 -0.06
H 0.38 0.24 -0.17
N 0.25 -0.14 -0.37
N -0.56 -0.16 0.19